Molecular formula: C40H58O33
Method: DFT, ωB97M-V with the def2-TZVPD basis set

Properties
Highest occupied orbital energy (alpha / beta)   -0.4294 / -0.4294 hartree
2S+1   2
Expectation value of S²   0.76
Kohn-Sham gap (alpha / beta)   9.328 / 2.204 eV
Net charge   +1
ΔE to the lowest compared entry with this formula, charge and spin   1.799 eV

```
131
Properties=species:S:1:pos:R:3:forces:R:3
C -5.2881 -1.4353 3.1592 -0.54 -0.19 -0.01
C -4.5690 -2.6721 2.7249 0.71 -0.28 0.01
O -4.1383 -2.3168 1.3722 1.10 -0.11 -0.52
C -4.8827 -1.3051 0.9222 -1.22 -0.26 -1.89
O -5.0395 -0.8409 -0.2249 1.39 -1.07 2.58
O -5.6657 -0.9327 1.8965 -1.87 2.43 0.29
H -4.6582 -0.6993 3.6589 0.06 -0.09 0.04
H -6.1906 -1.6273 3.7395 0.12 0.08 -0.03
H -5.1567 -3.5851 2.6302 -0.15 0.20 0.10
H -3.7385 -2.8315 3.4126 0.32 -0.26 -0.66
C -2.0928 -0.0091 -5.4190 0.97 -0.84 0.27
C -2.0271 0.8892 -4.1477 -1.24 0.02 -2.02
O -1.0936 0.2591 -3.3268 0.50 -1.08 0.26
C -0.5812 -0.8638 -3.9593 2.19 -1.30 2.72
O 0.2506 -1.6174 -3.4507 -2.18 2.19 -1.02
O -1.0902 -1.0313 -5.1361 -0.62 0.32 -1.17
H -1.7806 0.4120 -6.3746 -0.46 0.24 0.16
H -3.0180 -0.5845 -5.4511 -0.12 0.47 -0.43
H -3.0671 0.8439 -3.8245 0.24 0.08 1.06
H -1.7970 1.9341 -4.3557 0.48 -0.10 0.14
C 1.7092 2.8848 4.2790 1.31 -0.54 -1.61
C 0.7170 3.8251 4.8059 -1.15 0.57 1.09
O 1.1888 5.1399 4.4867 0.33 -0.74 -0.37
C 2.3964 4.9966 3.8235 -0.55 1.10 0.22
O 3.0228 5.8827 3.3521 -0.15 0.68 0.01
O 2.7792 3.7432 3.7635 -0.42 -2.28 0.84
H 1.3348 2.3446 3.4095 0.13 -0.24 0.08
H 2.0040 2.2033 5.0770 0.74 0.01 -0.41
H 0.6775 3.6301 5.8776 -0.23 0.88 0.21
H -0.2711 3.6036 4.4027 -0.08 0.58 -0.14
C 4.5281 -1.5092 3.0819 -0.15 -2.04 -1.57
C 3.9095 -0.4033 2.3277 -0.98 -0.03 0.88
O 5.0231 0.1624 1.7099 -1.38 1.57 -1.82
C 6.1612 -0.2338 2.2183 3.75 0.99 -0.71
O 7.2475 0.1763 1.7579 -3.68 -2.14 2.55
O 5.8676 -1.0934 3.2648 1.44 0.74 0.36
H 4.6119 -2.3107 2.3479 -0.13 -0.67 0.24
H 3.9085 -1.8954 3.8912 0.91 0.33 0.59
H 3.4051 0.2292 3.0582 0.12 0.93 -0.36
H 3.1718 -0.7751 1.6165 0.22 0.22 -0.17
C 4.1525 -3.3288 -0.9845 -0.93 -3.29 -0.40
C 4.1639 -2.2831 -2.0439 -0.56 -2.64 1.04
C 2.9100 -1.4210 -2.0354 -0.42 -4.27 -0.92
O 3.4300 -0.1987 -2.1344 0.80 4.20 -0.21
C 4.7354 -0.2180 -1.8444 3.98 1.74 1.80
O 5.5393 0.6837 -1.7251 -2.44 -0.75 -0.88
O 5.1397 -1.4837 -1.5559 1.06 3.53 -0.18
H 3.7572 -3.1516 0.0157 0.27 1.17 -0.03
H 5.1326 -3.7977 -0.8972 0.05 0.16 0.09
H 3.4812 -4.1340 -1.2829 -0.07 -0.41 -0.35
H 4.5571 -2.6412 -2.9953 -0.77 -0.41 -0.37
H 2.4454 -1.6975 -1.0889 -0.64 0.83 0.10
H 2.2789 -1.6491 -2.8943 -0.18 0.13 0.45
C -0.7069 -7.6721 -0.0175 0.22 -0.22 -0.73
C 0.3906 -6.6467 0.3730 -0.11 -1.82 0.25
C 1.3247 -6.1954 -0.7744 -1.48 0.95 2.54
O 0.7298 -4.9076 -1.0198 -0.81 1.23 -1.78
C -0.2194 -4.5363 -0.1127 -1.01 3.05 -1.96
O -0.9434 -3.5053 -0.1812 2.92 -3.71 0.49
O -0.2239 -5.4402 0.8247 -0.91 -0.46 1.58
H -0.3315 -8.4593 -0.6713 0.66 0.03 0.01
H -1.4828 -7.2431 -0.6516 -0.07 0.50 0.21
H -1.2006 -8.2562 0.7592 0.18 0.62 0.51
H 1.0120 -7.0118 1.1907 -0.29 -0.11 0.11
H 1.2828 -6.9471 -1.5626 0.33 0.78 -0.41
H 2.2729 -5.9262 -0.3089 0.44 -0.71 -0.70
C -4.1720 3.2108 -1.3631 1.08 1.76 0.86
C -5.1234 1.9924 -1.0394 -1.80 1.55 -1.73
C -6.6746 2.3295 -0.9338 0.71 -1.38 0.78
O -7.2434 1.5951 -1.9774 1.27 -0.95 -3.13
C -6.2981 0.9896 -2.7457 -2.08 -2.13 -1.42
O -6.4348 0.2239 -3.6724 0.40 2.15 2.12
O -5.0303 1.2250 -2.2059 0.02 0.54 1.29
H -4.6879 4.1121 -1.6942 -0.76 -0.68 -1.25
H -3.2930 2.9718 -1.9617 -0.40 -0.24 -0.20
H -3.7725 3.7392 -0.4975 0.20 -1.17 1.00
H -4.7186 1.4588 -0.1794 0.56 -0.59 0.43
H -6.9973 3.3665 -1.0260 0.48 0.09 0.22
H -7.1909 1.7839 -0.1440 0.63 0.85 1.19
C 0.9023 0.2193 0.8582 0.28 -1.27 -0.02
C -0.4217 0.5908 0.3008 1.38 0.61 0.80
C -1.6175 -0.1008 0.7739 -1.77 -2.56 0.32
O -2.5741 0.9071 1.0386 -1.32 -0.20 0.23
C -1.8929 1.9932 1.3539 -0.27 2.88 -2.12
O -2.4092 3.0344 1.6911 0.48 -0.99 0.66
O -0.6442 1.8837 0.8929 -0.18 1.31 -0.03
H 0.9638 -0.8584 0.7075 0.68 -0.19 -0.10
H 0.9812 0.4034 1.9296 -0.14 0.10 0.00
H 1.6681 0.7751 0.3171 0.14 -0.20 0.08
H -0.3379 0.4818 -0.7805 -0.32 1.23 -0.25
H -1.5815 -0.6112 1.7363 0.81 -0.51 -0.12
H -2.0412 -0.7578 0.0144 0.07 -0.21 0.21
C -0.4299 6.4269 0.7668 -0.11 1.40 0.32
C -0.0204 6.7218 -0.6711 -0.34 -0.97 3.26
C 1.1783 5.9434 -1.1546 0.42 1.26 2.29
O 0.7734 5.7721 -2.4283 -1.24 -1.61 -4.59
C -0.6368 5.7167 -2.4875 1.08 -2.67 -5.02
O -1.3320 5.2228 -3.3741 2.06 0.63 1.25
O -1.1025 6.2744 -1.4860 -1.65 1.85 3.27
H -0.8526 5.4794 1.1010 0.17 -0.39 -0.97
H -1.2088 7.1748 0.9149 0.00 0.02 0.84
H 0.4219 6.6079 1.4223 -0.05 0.35 0.11
H 0.0532 7.8006 -0.8086 0.30 -0.08 -0.11
H 1.4713 5.0103 -0.6735 -0.79 -0.31 0.24
H 2.0586 6.5663 -0.9956 0.14 0.24 -0.81
C -1.7411 -4.3752 4.9623 0.75 -1.01 0.12
C -0.7034 -4.4547 3.7911 -1.12 1.26 1.87
C -0.3843 -3.0289 3.2777 -2.11 -0.95 0.71
O 0.9574 -3.0955 3.0514 2.97 0.55 -1.17
C 1.5733 -4.1021 3.7350 2.62 0.02 0.41
O 2.8070 -4.2554 3.8068 -4.57 0.45 -0.34
O 0.6129 -4.8200 4.3475 -0.38 -0.49 -0.59
H -2.7723 -4.1209 4.7169 0.27 0.41 -0.58
H -1.3816 -3.7338 5.7669 0.02 0.19 -0.18
H -1.8856 -5.3535 5.4206 0.34 -0.22 -0.04
H -1.0564 -5.1718 3.0500 0.57 0.10 -0.09
H -0.6091 -2.2985 4.0549 0.17 0.05 0.39
H -0.9821 -2.7044 2.4260 0.44 -0.44 -0.51
C 4.1068 1.9077 -4.9392 0.93 -0.94 -0.69
C 2.8989 2.6903 -4.5663 1.22 0.56 -1.79
C 1.5323 2.0390 -4.9783 1.63 0.72 1.26
O 0.8036 2.3709 -3.7967 -0.26 0.50 1.51
C 1.6777 2.7019 -2.7669 -0.24 -1.66 2.51
O 1.4783 2.7009 -1.5626 -1.49 0.35 -1.94
O 2.9180 2.7950 -3.1769 -0.79 0.15 -0.09
H 5.1020 2.1900 -4.5960 -0.30 1.21 0.09
H 4.1548 1.8564 -6.0269 0.08 -0.47 -0.05
H 4.0991 0.9334 -4.4506 -0.68 -0.42 -0.48
H 2.9578 3.7247 -4.9051 -0.10 0.00 -0.56
H 1.6503 0.9594 -5.0707 -0.16 -0.15 0.08
H 1.0570 2.4497 -5.8691 0.10 0.20 0.22
```
Positions in Å, forces in eV/Å.

Molecular formula: C40H59N4O3SSiSr
Method: DFT, ωB97M-V with the def2-TZVPD basis set

Properties
Highest occupied orbital energy   -0.3746 hartree
2S+1   1
Kohn-Sham gap   7.803 eV
Net charge   +1
ΔE to the lowest compared entry with this formula, charge and spin   0.192 eV

```
109
Properties=species:S:1:pos:R:3:forces:R:3
Sr 0.9368 0.7274 0.0064 -0.40 0.25 -0.21
C 1.6823 -1.4488 2.3664 0.17 -0.11 0.07
N 1.3122 -1.6609 0.9630 -0.02 0.04 0.00
C 2.4728 -2.1447 0.2109 0.10 -0.12 0.05
C 2.2743 -2.1110 -1.2845 0.23 -0.09 0.11
C 2.9894 -3.0039 -2.0706 -0.15 -0.03 -0.16
C 2.8263 -2.9630 -3.4437 0.05 0.05 -0.03
C 1.9678 -2.0197 -3.9905 0.01 0.00 0.02
C 1.3166 -1.1547 -3.1335 -0.05 -0.03 0.02
N 1.4582 -1.1910 -1.8041 0.03 0.12 0.04
C 0.1960 -2.5957 0.7952 0.04 -0.03 -0.05
C -1.1389 -2.0303 1.1965 -0.05 0.02 0.01
C -1.9966 -2.7366 2.0251 0.00 -0.01 -0.02
C -3.2412 -2.2026 2.3209 0.01 0.01 0.00
C -3.5824 -0.9767 1.7771 -0.01 0.00 0.00
C -2.6605 -0.3382 0.9626 0.00 0.01 0.00
N -1.4636 -0.8437 0.6695 0.15 0.05 -0.08
C 0.7151 -0.6058 3.1616 -0.03 -0.01 0.10
C 0.3327 -1.0000 4.4361 0.00 0.00 -0.01
C -0.4941 -0.1767 5.1819 -0.01 0.02 -0.01
C -0.9237 1.0163 4.6250 0.00 -0.01 0.02
C -0.5004 1.3306 3.3465 -0.02 0.01 -0.06
N 0.3062 0.5505 2.6253 0.06 -0.06 -0.01
H 1.8332 -2.4072 2.8820 -0.02 -0.01 -0.01
H 2.6456 -0.9295 2.3659 -0.02 0.02 0.01
H 3.3261 -1.5031 0.4518 -0.02 0.03 -0.01
H 2.7288 -3.1717 0.5080 0.02 0.01 0.01
H 3.6518 -3.7226 -1.6065 -0.02 -0.01 0.00
H 3.3650 -3.6523 -4.0808 -0.01 0.01 0.00
H 1.8100 -1.9478 -5.0571 0.00 -0.01 0.00
H 0.6444 -0.3993 -3.5242 0.02 -0.02 0.01
H 0.1373 -2.8324 -0.2689 -0.03 -0.04 0.01
H 0.3952 -3.5379 1.3234 -0.03 0.03 0.07
H -1.6891 -3.6912 2.4316 0.00 0.01 0.00
H -3.9280 -2.7349 2.9659 0.00 0.01 -0.01
H -4.5394 -0.5145 1.9761 0.01 -0.01 0.00
H -2.8891 0.6267 0.5280 0.00 0.01 0.00
H 0.6833 -1.9427 4.8353 0.00 0.01 0.00
H -0.7993 -0.4639 6.1796 0.00 0.00 -0.01
H -1.5719 1.6935 5.1631 0.00 -0.01 0.00
H -0.8257 2.2528 2.8749 0.01 -0.02 0.01
C 0.0149 5.9389 -0.0245 0.02 -0.02 0.01
C -0.2734 4.6395 0.7356 -0.01 0.03 -0.05
C 1.0348 4.0095 1.2086 -0.02 0.00 -0.01
C -1.0770 3.6971 -0.1348 0.03 0.00 0.06
C -0.4719 2.9986 -1.1803 -0.08 -0.08 -0.07
C -1.2089 2.1565 -2.0057 -0.02 0.03 -0.02
C -2.5844 2.0028 -1.8375 -0.01 0.02 0.00
C -3.3724 1.0830 -2.7284 0.00 0.00 0.02
C -3.1906 2.7301 -0.8185 0.01 -0.01 0.00
C -2.4504 3.5502 0.0250 -0.01 0.01 -0.01
H 0.6421 5.7351 -0.8969 -0.03 0.01 0.02
H 0.5477 6.6438 0.6152 0.00 0.00 -0.01
H -0.9051 6.4124 -0.3687 0.01 0.00 0.00
H -0.8897 4.8831 1.6062 0.01 0.00 0.02
H 1.6897 3.7725 0.3655 0.02 0.01 0.03
H 0.8788 3.0976 1.7938 0.01 0.03 -0.02
H 1.5888 4.6997 1.8459 0.00 -0.01 0.00
H 0.5885 3.1311 -1.3747 0.05 0.04 -0.02
H -0.7158 1.6418 -2.8261 0.00 0.00 0.01
H -4.4421 1.1792 -2.5486 0.01 0.00 0.00
H -3.0945 0.0409 -2.5520 -0.01 0.01 0.00
H -3.1857 1.2995 -3.7809 0.00 0.00 0.01
H -4.2624 2.6490 -0.6751 0.01 0.00 -0.01
H -2.9546 4.1007 0.8117 0.00 0.00 -0.01
C 2.1077 4.4382 -3.3280 0.02 -0.03 0.03
C 2.9459 3.1640 -3.3142 -0.03 0.01 0.01
C 4.3389 3.5042 -3.8385 -0.01 0.02 0.02
C 2.3198 2.0793 -4.1805 0.01 0.04 0.00
O 2.9548 2.6653 -1.9441 -0.04 -0.03 -0.06
Si 4.2659 1.9951 -1.1517 0.17 0.00 0.10
S 3.6177 1.2203 0.6586 -0.03 -0.08 0.10
O 5.4623 3.0839 -0.9469 -0.05 0.17 -0.18
C 5.7459 4.1803 -0.0662 0.03 -0.09 0.11
C 6.5594 5.1833 -0.8724 0.00 0.00 0.01
C 4.4627 4.8243 0.4422 -0.01 0.02 -0.08
C 6.5646 3.6298 1.0961 -0.03 0.00 0.02
O 4.8560 0.8922 -2.2207 0.00 0.01 0.04
C 6.1141 0.1935 -2.2715 0.04 0.00 -0.04
C 7.2785 1.1631 -2.4547 -0.02 -0.01 0.01
C 6.0209 -0.7146 -3.4896 0.01 0.03 0.00
C 6.3020 -0.6293 -1.0030 -0.02 0.02 0.01
H 2.0893 4.8614 -4.3336 0.01 0.00 0.01
H 2.5446 5.1778 -2.6543 -0.01 0.00 0.00
H 1.0753 4.2574 -3.0300 -0.01 -0.03 0.00
H 4.2368 3.9668 -4.8215 0.01 -0.02 0.00
H 4.9570 2.6147 -3.9344 0.01 -0.01 0.01
H 4.8437 4.2081 -3.1782 -0.01 -0.01 -0.01
H 2.2790 2.3935 -5.2253 0.01 0.00 0.01
H 1.2969 1.8744 -3.8516 0.02 0.00 0.02
H 2.9148 1.1674 -4.1064 -0.03 0.00 0.00
H 5.9585 5.6168 -1.6743 0.01 -0.03 0.00
H 7.4298 4.6963 -1.3134 -0.01 0.00 0.00
H 6.9031 5.9942 -0.2282 0.00 0.00 -0.01
H 3.8518 5.1694 -0.3970 0.00 -0.02 0.02
H 4.6983 5.6855 1.0703 0.01 -0.01 -0.01
H 3.8896 4.1085 1.0295 0.00 -0.02 0.02
H 7.4805 3.1686 0.7229 0.00 0.01 0.00
H 5.9856 2.8752 1.6308 0.02 0.01 0.00
H 6.8360 4.4258 1.7923 0.00 0.00 -0.02
H 7.1315 1.7740 -3.3468 -0.01 0.02 0.02
H 8.2047 0.5984 -2.5775 -0.01 0.00 0.00
H 7.3787 1.8233 -1.5968 0.01 0.00 -0.01
H 5.8589 -0.1187 -4.3899 0.00 -0.01 0.01
H 5.1868 -1.4039 -3.3757 -0.08 -0.07 -0.01
H 6.9405 -1.2887 -3.6135 -0.01 0.00 0.00
H 6.3633 0.0161 -0.1251 0.00 -0.01 -0.01
H 7.2182 -1.2189 -1.0677 -0.01 0.01 0.00
H 5.4563 -1.3073 -0.8657 0.00 -0.01 -0.01
```
Positions in Å, forces in eV/Å.

Sequential E_tot output: -4041.4769; -2722.9299 hartree